1.
Here is a molecular structure, C12H28NO3P2Ru in a non-equilibrium geometry from OMol25. Energies are from ωB97M-V with the def2-TZVPD basis set.

Geometry as XYZ:
```
47
Properties=species:S:1:pos:R:3:forces:R:3:mulliken_spin:R:1
C -3.145 0.064 -1.470 -2.82 0.32 -1.76 0.542
C -2.073 -0.231 -0.639 1.67 -2.54 2.18 0.439
N -1.081 0.653 -0.380 2.15 -0.65 2.06 0.286
C -1.077 1.816 -1.058 2.82 0.73 1.28 0.553
C -2.110 2.148 -1.934 -2.17 1.19 -2.12 0.522
C -3.166 1.272 -2.149 -0.93 0.30 -0.89 0.234
C -2.077 -1.554 0.072 -0.79 0.50 0.46 0.109
P -0.667 -1.657 1.218 -1.68 -1.35 0.02 -0.049
Ru 0.439 0.283 1.259 1.04 -0.21 -1.41 1.778
P 1.450 1.908 -0.058 -0.47 -0.18 0.28 0.033
C 0.085 2.756 -0.873 -0.76 -0.04 -0.34 0.034
O -0.603 -3.309 -2.922 -0.40 -0.16 -0.25 0.004
O 1.098 -0.517 -3.074 0.49 -0.65 -0.91 -0.001
H -3.954 -0.668 -1.525 0.19 0.35 -0.13 0.044
H -2.054 3.112 -2.432 -0.13 -0.16 -0.02 0.038
H -3.974 1.497 -2.843 0.24 0.10 0.23 0.051
C -1.611 -1.742 2.791 0.33 -0.14 0.27 0.028
C -0.019 -3.343 1.018 0.10 -0.01 0.14 0.004
H 0.421 3.164 -1.839 -0.07 -0.04 0.11 -0.002
H -0.209 3.624 -0.263 0.00 0.05 0.12 0.048
H -2.091 -2.421 -0.584 0.13 -0.14 -0.44 0.015
H -3.026 -1.703 0.697 0.78 0.37 -0.70 0.043
C 2.266 3.029 1.064 0.50 0.80 0.03 0.014
C 2.600 1.604 -1.430 0.23 0.06 -0.01 0.020
H 0.726 -0.958 -2.321 -0.45 0.06 1.09 0.005
H 1.745 -1.177 -3.379 -0.18 0.40 -0.12 -0.002
H -0.392 -2.372 -2.945 -0.10 0.16 -0.18 -0.001
H -1.345 -3.390 -3.547 0.38 0.01 0.35 0.000
H -0.220 1.293 2.359 -0.64 0.99 0.21 0.038
H 1.562 0.088 0.090 -0.38 -0.67 -0.66 0.033
H -2.321 -2.588 2.728 0.30 0.36 0.17 0.004
H -0.903 -1.878 3.625 -0.38 0.03 -0.20 0.002
H -2.153 -0.790 2.919 0.22 -0.41 -0.04 0.008
H -0.739 -4.056 1.461 0.40 0.22 -0.24 0.002
H 0.096 -3.547 -0.057 0.08 -0.01 0.37 -0.001
H 0.949 -3.387 1.540 -0.31 -0.14 -0.24 0.001
H 2.755 2.526 -2.007 0.12 -0.15 0.23 0.002
H 3.546 1.238 -1.014 -0.09 0.10 -0.17 -0.001
H 2.180 0.841 -2.103 0.12 0.38 0.38 -0.004
H 2.715 3.866 0.517 0.11 0.00 0.19 0.005
H 1.524 3.400 1.777 0.15 -0.12 -0.13 0.005
H 3.042 2.479 1.610 -0.12 0.17 -0.10 0.003
C 2.373 -0.250 3.267 0.31 0.06 -0.46 0.027
O 1.683 -0.882 2.209 -0.09 -0.06 1.10 0.075
H 3.240 0.267 2.849 0.24 0.24 0.13 -0.002
H 2.756 -0.990 3.976 -0.15 -0.09 -0.01 0.011
H 1.758 0.481 3.799 0.00 -0.05 0.11 0.003
```
Forces are in eV/Å.

HOMO level (alpha / beta) in Eh: -0.150 / -0.276
Relative energy (zero: lowest compared OMol25 entry of this formula, charge and spin) in kcal per mole: 1.5
Calculated total energy in a.u.: -1531.7816
⟨S²⟩: 8.770
Spin multiplicity: 6



2.
Here is a molecular structure, C12H29AlO3PS2 in a non-equilibrium geometry from OMol25. Energies are from ωB97M-V with the def2-TZVPD basis set.

Geometry as XYZ:
```
48
Properties=species:S:1:pos:R:3:forces:R:3:nbo_charge:R:1
C -5.060 -1.636 0.053 0.06 -0.03 0.02 -0.607
C -4.711 -1.755 -1.431 -0.03 0.00 0.05 -0.395
C -4.210 -0.428 -2.011 -0.05 0.07 0.04 -0.389
C -2.716 -0.205 -1.761 0.12 -0.10 0.09 -0.405
C -2.261 1.265 -1.750 -0.19 0.24 -0.13 -0.413
C -1.684 1.776 -0.413 -0.05 -0.05 0.03 -0.398
C -0.309 2.469 -0.476 0.02 0.09 0.05 -0.382
C 0.749 1.884 -1.424 0.16 -0.01 0.09 -0.999
Al 1.070 -0.085 -1.372 -0.37 -0.15 -0.13 1.269
C 1.010 -0.941 0.433 0.01 0.02 0.08 -0.991
C 2.265 -0.631 1.264 0.05 -0.11 0.32 -0.413
C 1.987 -0.612 2.778 -0.08 0.02 0.01 -0.397
C 3.134 -0.364 3.792 -0.02 -0.34 0.15 -0.681
S 4.795 -0.152 3.217 -0.35 -0.36 -0.41 2.394
O 5.611 0.096 4.369 -0.03 0.00 -0.14 -0.947
O 5.160 -1.174 2.277 0.07 0.26 0.34 -0.936
O 4.600 1.222 2.474 0.45 0.57 -1.21 -0.933
P 3.391 -0.394 -2.122 0.16 0.24 0.31 0.252
S 4.830 0.791 -1.342 -0.03 0.07 0.11 -0.784
H -6.037 -1.166 0.197 0.05 0.04 -0.05 0.195
H -4.321 -1.018 0.570 0.00 -0.07 0.01 0.206
H -5.085 -2.608 0.551 -0.02 0.03 -0.03 0.202
H -5.583 -2.109 -1.989 0.01 0.00 0.05 0.190
H -3.934 -2.515 -1.562 -0.01 0.04 -0.04 0.199
H -4.423 -0.396 -3.084 0.07 0.10 0.02 0.195
H -4.771 0.401 -1.559 -0.08 -0.09 -0.03 0.184
H -2.449 -0.661 -0.799 -0.03 0.01 -0.06 0.193
H -2.144 -0.756 -2.510 -0.02 -0.05 0.09 0.226
H -1.528 1.427 -2.543 -0.01 -0.04 0.04 0.220
H -3.130 1.885 -2.005 0.12 0.00 -0.10 0.188
H -2.386 2.496 0.022 0.00 -0.11 0.09 0.191
H -1.640 0.942 0.297 0.10 -0.01 -0.09 0.192
H -0.474 3.533 -0.695 0.03 -0.05 -0.05 0.174
H 0.107 2.446 0.538 -0.07 0.05 -0.01 0.192
H 0.552 2.182 -2.463 -0.02 -0.01 0.05 0.205
H 1.706 2.359 -1.167 -0.03 0.00 -0.10 0.232
H 0.252 -0.921 -2.502 0.09 0.00 0.00 -0.420
H 0.125 -0.617 1.000 -0.04 0.06 -0.17 0.201
H 0.883 -2.021 0.284 0.07 0.01 0.19 0.211
H 2.684 0.332 0.969 0.07 0.05 -0.01 0.193
H 3.036 -1.378 1.074 0.07 0.09 -0.17 0.222
H 1.236 0.160 2.976 -0.04 -0.08 -0.09 0.200
H 1.514 -1.568 3.023 0.05 0.06 0.06 0.202
H 2.980 0.549 4.370 -0.08 -0.06 0.01 0.238
H 3.225 -1.187 4.507 -0.05 0.08 -0.06 0.233
H 4.695 1.182 1.477 -0.09 -0.38 0.83 0.553
H 3.469 -0.354 -3.530 -0.01 0.03 -0.08 -0.031
H 3.790 -1.743 -2.001 -0.05 -0.11 0.00 -0.033
```
Forces are in eV/Å.

HOMO level in Eh: -0.168
Calculated total energy in a.u.: -2080.5848
Charge: -1
Spin multiplicity: 1



3.
Here is a gas-phase ion, C12H29BN2O2PS (charge +1) in a non-equilibrium geometry from OMol25. Energies are from ωB97M-V with the def2-TZVPD basis set.

Geometry as XYZ:
```
48
Properties=species:S:1:pos:R:3:forces:R:3:nbo_charge:R:1
C 2.404 -2.725 1.093 0.16 0.97 -0.04 -1.015
B 1.444 -1.626 1.659 0.52 -0.35 -0.54 1.053
O 1.429 -1.392 2.998 -0.95 -0.35 0.36 -0.870
C 0.517 -0.790 0.645 -0.36 -0.06 0.57 -0.599
C -0.927 -0.907 1.113 0.66 -0.04 -0.56 -0.196
N -1.811 -0.160 0.161 -0.11 0.06 0.76 -0.350
C -3.270 -0.521 0.264 0.25 0.40 -0.17 -0.232
C -3.806 -1.097 -1.028 -0.42 -0.56 0.34 0.072
C -5.297 -0.883 -1.092 0.08 0.13 -0.26 -0.622
O -3.534 -2.502 -1.013 0.70 0.21 -0.48 -0.718
C -1.533 1.290 0.387 -0.15 0.23 -0.59 -0.218
C -0.137 1.603 -0.106 0.28 -0.74 0.91 -0.577
P 0.223 3.394 0.130 -0.04 1.07 -2.08 1.333
N 0.164 4.150 -1.246 0.27 -0.33 0.62 -1.295
C 0.988 0.667 0.458 -0.72 0.41 -0.55 -0.186
C 2.126 0.757 -0.557 0.32 0.44 0.91 -0.412
C 3.506 0.394 0.011 0.18 -0.12 -0.73 -0.410
C 4.330 -0.419 -0.993 -0.55 0.92 0.20 -0.500
S 4.666 0.542 -2.506 0.12 -0.18 -0.42 -0.029
H 3.228 -2.921 1.764 0.13 -0.33 0.24 0.255
H 1.865 -3.639 0.866 -0.13 -0.28 0.06 0.260
H 2.820 -2.365 0.157 0.08 -0.18 -0.26 0.228
H 0.543 -1.215 3.358 0.66 0.46 0.04 0.492
H 0.558 -1.283 -0.324 0.09 -0.14 -0.29 0.219
H -1.228 -1.946 1.133 -0.28 -0.19 0.00 0.239
H -1.072 -0.448 2.080 -0.26 0.04 0.37 0.204
H -1.467 -0.363 -0.779 -0.17 -0.17 -0.06 0.429
H -3.825 0.360 0.554 0.03 0.35 0.02 0.228
H -3.373 -1.249 1.050 -0.08 -0.33 0.23 0.242
H -3.354 -0.616 -1.895 0.22 0.09 -0.12 0.175
H -5.508 0.177 -1.181 -0.17 0.21 0.08 0.218
H -5.793 -1.290 -0.220 -0.11 -0.09 0.21 0.227
H -5.677 -1.373 -1.975 -0.21 -0.18 -0.20 0.242
H -2.933 -2.717 -1.741 -0.35 -0.13 0.20 0.484
H -2.266 1.845 -0.188 -0.16 0.19 -0.13 0.237
H -1.700 1.518 1.432 -0.02 -0.14 0.30 0.225
H -0.142 1.466 -1.183 -0.01 0.28 -0.36 0.254
H 1.460 3.528 0.788 -0.26 -0.38 0.58 -0.033
H -0.818 3.831 0.979 0.24 -0.35 0.50 -0.068
H 1.030 4.634 -1.451 -0.17 0.13 -0.22 0.388
H 1.308 1.105 1.399 0.16 -0.16 0.41 0.216
H 1.879 0.197 -1.451 -0.05 -0.29 -0.19 0.217
H 2.166 1.794 -0.867 0.08 0.24 -0.35 0.217
H 4.048 1.313 0.194 0.16 0.25 0.33 0.218
H 3.440 -0.122 0.965 -0.04 -0.22 0.13 0.210
H 5.250 -0.778 -0.561 0.24 -0.15 0.07 0.230
H 3.705 -1.232 -1.328 0.11 -0.54 -0.15 0.206
H 4.492 1.795 -2.065 0.04 -0.10 0.29 0.115
```
Forces are in eV/Å.

HOMO level in Eh: -0.420
SMILES string: CB(O)[C@H]1C[N@@H+](C[C@H](C)O)C[C@@H]([PH2]=N)[C@@H]1CCCS
Calculated total energy in a.u.: -1498.7794
Charge: +1
Spin multiplicity: 1



4.
Here is a molecular structure, C12H29CeClI2NOP2 in a non-equilibrium geometry from OMol25. Energies are from ωB97M-V with the def2-TZVPD basis set.

Geometry as XYZ:
```
49
Properties=species:S:1:pos:R:3:forces:R:3:mulliken_charge:R:1
I -0.026 3.061 -1.617 0.00 -2.04 0.02 -0.073
I -0.020 -3.277 -1.480 -0.01 2.11 -0.06 -0.094
Ce -0.007 -0.097 -1.659 0.05 0.00 0.52 0.522
P -2.688 -0.102 -2.156 -3.71 -0.13 -1.29 0.748
C -3.468 -0.033 -0.523 1.33 0.06 1.08 -1.143
C -3.245 1.323 -3.118 1.28 0.74 -0.05 -1.033
H -4.296 1.229 -3.403 -0.10 -0.34 0.22 0.482
H -4.309 -1.519 -3.288 -0.08 0.35 0.19 0.485
H -2.625 1.398 -4.021 -0.24 -0.07 0.07 0.363
H -2.642 -1.742 -3.901 -0.24 0.08 0.07 0.357
H -3.149 0.887 0.004 -0.32 -0.23 -0.34 0.393
H -3.082 2.251 -2.553 -0.15 -0.22 -0.06 0.372
C -3.256 -1.595 -3.003 1.23 -0.74 -0.01 -1.039
H -4.564 -0.040 -0.607 0.12 -0.01 -0.35 0.496
H -3.092 -2.477 -2.369 -0.15 0.23 -0.08 0.370
H -3.145 -0.899 0.087 -0.32 0.19 -0.38 0.397
P 2.670 -0.083 -2.157 4.03 -0.13 -1.24 0.767
C 3.429 -0.013 -0.514 -1.42 0.02 0.98 -1.080
C 3.239 -1.577 -3.001 -1.32 -0.74 -0.01 -1.040
H 2.587 1.418 -4.020 0.25 -0.07 0.04 0.357
H 4.262 1.252 -3.416 0.14 -0.36 0.21 0.485
H 3.053 2.272 -2.558 0.16 -0.22 -0.04 0.371
C 3.213 1.344 -3.122 -1.39 0.75 -0.03 -1.008
H 2.632 -1.725 -3.903 0.24 0.09 0.06 0.361
H 4.294 -1.502 -3.280 0.11 0.37 0.19 0.482
H 4.526 0.011 -0.602 -0.11 0.00 -0.40 0.544
H 3.127 -0.894 0.082 0.28 0.26 -0.36 0.288
H 3.071 -2.460 -2.370 0.15 0.23 -0.06 0.363
H 3.082 0.887 0.029 0.29 -0.26 -0.28 0.374
Cl -0.007 -0.193 -4.322 0.03 0.09 1.71 -0.243
O 0.098 -0.101 0.535 -0.08 0.13 -1.65 -0.185
C -0.001 -0.238 1.801 -1.88 -0.10 1.73 0.293
C 1.177 -0.560 2.632 0.62 0.05 -0.24 -0.113
C 1.522 0.564 3.612 -0.07 0.57 0.62 -0.693
C 0.637 0.576 4.871 0.00 0.02 -0.06 -0.754
C -0.855 0.838 4.625 0.30 0.19 0.06 -0.639
C -1.531 -0.230 3.765 -0.26 0.36 1.26 -0.787
N -1.205 -0.089 2.356 1.51 -0.55 -1.39 0.030
H 0.991 -1.486 3.181 -0.07 -0.09 -0.02 0.455
H 2.011 -0.733 1.946 -0.15 -0.08 0.17 -0.163
H 2.567 0.463 3.928 -0.24 -0.15 -0.15 0.435
H 1.453 1.539 3.111 0.02 -0.13 -0.01 0.336
H 0.749 -0.386 5.391 0.03 0.16 -0.01 0.317
H 1.014 1.353 5.543 -0.02 -0.19 -0.06 0.367
H -1.367 0.886 5.595 0.07 -0.12 -0.25 0.380
H -0.985 1.825 4.162 -0.07 -0.13 0.03 0.327
H -1.261 -1.219 4.149 -0.01 -0.06 -0.31 0.341
H -2.615 -0.131 3.862 0.17 -0.08 -0.20 0.429
H -1.963 0.026 1.698 0.01 0.20 0.18 0.001
```
Forces are in eV/Å.

HOMO level (alpha / beta) in Eh: -0.665 / -0.665
Relative energy (zero: lowest compared OMol25 entry of this formula, charge and spin) in kcal per mole: 4.2
Calculated total energy in a.u.: -2816.9980
Charge: +3
Spin multiplicity: 1